Computed, not measured: a 2-piece molecular cluster, C3H9N2O3 overall, with ωB97M-V/def2-TZVPD.

Geometry as XYZ:
```
17
Properties=species:S:1:pos:R:3:nbo_charge:R:1
C 1.0958 0.4185 -0.2837 0.40
C -1.6083 -1.1085 -0.6624 -0.73
C -1.5782 0.0233 0.2965 0.76
N 3.0269 -0.3606 0.9800 -0.57
N -1.9732 1.1919 -0.0038 -0.70
O 1.7651 1.4966 -0.7565 -0.67
O -1.2265 -0.2910 1.4759 -0.59
O 1.6279 -0.4947 0.3894 -0.37
H -1.8681 -0.7872 -1.6224 0.24
H -2.3314 -1.7961 -0.4090 0.26
H -0.7382 -1.7250 -0.8071 0.28
H 3.6801 0.1801 0.3638 0.37
H 3.5541 -1.2839 1.1232 0.39
H -2.2928 1.3524 -0.9671 0.44
H -1.6769 2.0459 0.5265 0.45
H 1.1444 2.1277 -1.0710 0.51
H -0.6010 -0.9895 1.4276 0.53
```

energy above the lowest of the compared OMol25 structures with the same formula, charge and spin = 496.7 kJ/mol
molecular weight = 121.1 g mol⁻¹
2S+1 = 1
E_HOMO = -12.911 eV
Kohn-Sham gap = 9.324 eV
net charge = +1